No. 1
{
  "formula": "C42H48CrGeN7O5S2Se",
  "method": "ωB97M-V with the def2-TZVPD basis set",
  "total_energy_ev": -236961.9503,
  "spin_multiplicity": 5,
  "gap_ev": [6.01, 5.99],
  "e_homo_ev": [-4.193, -4.176],
  "e_above_lowest_ev": 0.941,
  "total_charge": -1,
  "symbols": ["Cr", "O", "C", "C", "C", "C", "C", "C", "C", "O", "N", "N", "C", "S", "C", "C", "S", "H", "H", "H", "H", "H", "H", "H", "H", "H", "C", "Ge", "C", "C", "C", "Se", "C", "H", "H", "H", "H", "H", "H", "H", "H", "H", "H", "H", "H", "H", "H", "O", "C", "N", "C", "C", "O", "N", "C", "C", "C", "C", "C", "C", "C", "C", "C", "C", "C", "C", "H", "H", "H", "H", "H", "H", "H", "H", "H", "H", "H", "C", "C", "C", "C", "C", "C", "N", "H", "H", "H", "H", "H", "H", "H", "H", "N", "C", "O", "C", "C", "C", "C", "N", "C", "H", "H", "H", "H", "H", "H"],
  "positions_angstrom": [[0.69836, -0.12483, -0.05227], [0.48877, 3.57875, 1.58249], [-0.67043, 4.11065, 1.18508], [-1.19085, 5.14935, 1.96109], [-2.35342, 5.78810, 1.58331], [-3.01563, 5.40944, 0.41699], [-2.50496, 4.37736, -0.34699], [-1.34004, 3.69853, 0.02213], [-0.85766, 2.54300, -0.79682], [0.09907, 1.80914, -0.32718], [-1.48482, 2.39739, -1.93386], [-1.03260, 1.36066, -2.72282], [-1.54895, 1.37976, -3.88329], [-2.69956, 2.64827, -4.38536], [-3.10203, 1.83766, -5.96476], [-1.87467, 1.11298, -6.47602], [-1.19238, 0.15429, -5.09363], [0.68643, 2.83495, 0.96809], [-0.65037, 5.42967, 2.85800], [-2.74035, 6.59607, 2.19434], [-3.92366, 5.91541, 0.11259], [-3.00250, 4.06205, -1.25498], [-3.42628, 2.61452, -6.65882], [-3.91845, 1.13317, -5.80413], [-1.11777, 1.80924, -6.83470], [-2.11399, 0.40101, -7.26624], [-5.62352, -2.68414, -3.89330], [-3.90957, -2.75861, -2.93224], [-3.91553, -4.24262, -1.65703], [-2.53719, -3.06895, -4.29054], [-3.74121, -1.06516, -1.95904], [-2.63621, -1.08726, -0.33844], [-3.43538, 0.52380, 0.39123], [-5.82970, -3.64388, -4.37594], [-5.57908, -1.91428, -4.66792], [-6.44947, -2.44975, -3.21779], [-3.98200, -5.20195, -2.17837], [-4.75553, -4.15584, -0.96377], [-2.99356, -4.22363, -1.06877], [-2.50039, -4.13468, -4.53471], [-1.55403, -2.76120, -3.93652], [-2.76319, -2.50691, -5.19860], [-4.74187, -0.79488, -1.61874], [-3.37622, -0.26743, -2.61134], [-4.51068, 0.37385, 0.46414], [-3.21362, 1.36361, -0.26247], [-3.00588, 0.66679, 1.37987], [-1.91456, -0.37254, 3.10482], [-0.74796, -0.01210, 3.11286], [-0.01755, 0.23230, 4.25603], [1.35392, 0.60546, 3.98236], [1.26825, 0.62088, 2.42944], [2.16933, 0.93463, 1.63523], [0.05873, 0.22631, 2.01394], [1.74527, 1.94735, 4.61310], [1.25147, 2.27355, 5.87289], [1.59969, 3.46717, 6.48907], [2.45725, 4.35381, 5.85187], [2.96777, 4.02662, 4.60314], [2.61996, 2.83059, 3.98901], [2.34729, -0.47968, 4.44256], [2.03498, -1.28657, 5.53290], [2.90371, -2.28611, 5.94914], [4.09825, -2.49644, 5.27401], [4.42345, -1.68410, 4.19721], [3.56058, -0.67638, 3.78845], [-0.42256, 0.11898, 5.16400], [0.57988, 1.59493, 6.38767], [1.20111, 3.70344, 7.46929], [2.71972, 5.29385, 6.32361], [3.63929, 4.71052, 4.09581], [3.00894, 2.59038, 3.00930], [1.09883, -1.15185, 6.06343], [2.64044, -2.90961, 6.79682], [4.76133, -3.30006, 5.57371], [5.34624, -1.84458, 3.65258], [3.81314, -0.06767, 2.93026], [3.89955, -0.74207, -0.56638], [3.17985, -1.78803, 0.24159], [3.71029, -2.93254, 0.80576], [2.64801, -3.58151, 1.48987], [1.52258, -2.79880, 1.30667], [0.13178, -3.04092, 1.83280], [1.83916, -1.70261, 0.53513], [4.87203, -0.52194, -0.12166], [3.33742, 0.19510, -0.58704], [4.07582, -1.06073, -1.59873], [4.74295, -3.25537, 0.74018], [2.69796, -4.50239, 2.05784], [-0.26478, -4.00399, 1.49384], [-0.55735, -2.26370, 1.50867], [0.11798, -3.04908, 2.92706], [2.40970, 0.57166, -5.46017], [2.82197, -0.66594, -5.06672], [3.74883, -1.25112, -5.59785], [2.05009, -1.26623, -3.93120], [1.90749, -2.63827, -3.86222], [1.13605, -3.16513, -2.84399], [0.58884, -2.31263, -1.90470], [0.82311, -0.99675, -1.89607], [1.50377, -0.49240, -2.91869], [2.85635, 0.97337, -6.26569], [1.51738, 0.93495, -5.16243], [2.38616, -3.25880, -4.61085], [0.96002, -4.22885, -2.75864], [-0.03584, -2.69331, -1.10879], [1.64921, 0.58151, -2.89401]],
  "atomic_forces_ev_per_a": [[-0.5, 0.6, 1.0], [0.3, -0.3, 0.0], [-0.2, 0.2, -0.2], [0.0, 0.0, 0.0], [0.0, 0.0, 0.0], [0.0, 0.0, 0.0], [0.0, 0.0, 0.1], [0.0, -0.1, 0.1], [0.2, -0.3, 0.0], [-0.3, 0.5, -0.5], [-0.1, 0.1, -0.2], [0.2, -0.2, -0.3], [-0.1, 0.4, 0.6], [0.1, -0.2, -0.1], [-0.1, 0.1, 0.1], [0.2, -0.1, 0.1], [0.0, -0.1, -0.1], [0.0, -0.1, 0.1], [0.0, 0.0, 0.0], [0.0, 0.0, 0.0], [0.0, 0.0, 0.0], [0.0, 0.0, 0.0], [0.0, -0.1, 0.0], [0.0, 0.0, -0.1], [0.0, 0.1, 0.0], [0.0, 0.0, 0.0], [0.0, -0.1, 0.0], [-0.1, 0.0, 0.0], [0.1, 0.0, 0.0], [0.1, -0.1, 0.0], [0.3, 0.1, 0.0], [-0.2, -0.1, -0.1], [0.1, 0.1, 0.0], [0.0, 0.1, 0.0], [0.0, 0.0, 0.0], [0.0, 0.0, 0.0], [0.0, 0.1, 0.0], [0.1, 0.0, 0.0], [-0.1, 0.0, 0.0], [0.0, 0.1, 0.0], [0.0, 0.0, 0.0], [0.0, 0.0, 0.1], [0.0, 0.0, 0.0], [-0.1, 0.0, 0.0], [0.0, 0.0, 0.0], [0.0, 0.0, 0.0], [0.0, 0.0, 0.0], [0.2, 0.1, 0.0], [-0.1, -0.1, -0.1], [0.1, 0.1, -0.1], [0.2, -0.1, 0.0], [-0.1, 0.3, -0.1], [-0.1, 0.1, 0.5], [0.3, -0.1, 0.2], [-0.1, -0.1, -0.1], [0.0, 0.0, 0.0], [0.0, 0.0, 0.0], [0.0, 0.0, 0.0], [0.0, 0.0, 0.0], [0.0, 0.0, 0.0], [0.0, 0.0, -0.1], [0.0, 0.0, 0.0], [0.0, 0.0, 0.0], [0.0, 0.0, 0.0], [0.0, 0.0, 0.0], [0.0, 0.0, 0.0], [-0.1, 0.0, 0.0], [0.0, 0.0, 0.0], [0.0, 0.0, 0.0], [0.0, 0.0, 0.0], [0.0, 0.0, 0.0], [0.0, 0.0, 0.0], [0.0, 0.0, -0.1], [0.0, 0.0, 0.0], [0.0, 0.1, 0.0], [-0.1, 0.0, 0.0], [0.0, 0.0, 0.0], [-0.1, -0.1, 0.1], [0.0, -0.1, 0.1], [0.0, 0.0, 0.0], [0.0, 0.1, -0.1], [0.0, 0.0, -0.1], [0.3, 0.0, -0.1], [0.2, -0.4, 0.4], [0.0, 0.0, 0.0], [0.0, 0.0, 0.0], [0.0, 0.0, 0.0], [-0.1, 0.1, 0.0], [0.0, 0.1, 0.0], [0.0, 0.0, 0.0], [-0.1, 0.0, 0.0], [0.0, 0.0, 0.0], [0.0, -0.1, 0.2], [0.0, 0.1, -0.1], [-0.1, 0.0, 0.0], [0.1, 0.2, -0.1], [0.0, -0.1, -0.1], [-0.1, -0.2, 0.0], [0.0, -0.2, 0.1], [0.1, -0.4, -1.0], [0.1, 0.4, 0.0], [0.0, 0.0, 0.0], [0.0, -0.1, -0.1], [0.0, 0.0, 0.1], [0.0, 0.0, 0.0], [0.1, 0.0, 0.1], [0.0, 0.0, 0.0]]
}

---

No. 2
{
  "formula": "C21H24F3NO4P2STb",
  "method": "ωB97M-V with the def2-TZVPD basis set",
  "total_energy_ev": -91838.7957,
  "spin_multiplicity": 7,
  "gap_ev": [5.88, 5.05],
  "e_homo_ev": [-10.493, -8.797],
  "total_charge": 1,
  "symbols": ["C", "C", "C", "C", "C", "C", "C", "C", "C", "C", "C", "C", "C", "H", "H", "H", "H", "H", "H", "H", "N", "Tb", "C", "H", "H", "C", "H", "H", "P", "P", "C", "H", "H", "H", "C", "H", "H", "H", "C", "H", "H", "H", "C", "H", "H", "H", "C", "O", "H", "F", "C", "F", "F", "S", "O", "O", "O"],
  "positions_angstrom": [[-1.43065, 3.53617, -2.18548], [-1.25123, 2.21983, -1.76071], [0.05084, 1.64404, -1.83314], [1.15972, 2.44852, -2.23490], [0.95580, 3.81799, -2.53383], [-0.34150, 4.31806, -2.60973], [2.42666, 1.82406, -2.20529], [2.51032, 0.42948, -2.31763], [1.35637, -0.31576, -1.91391], [1.42301, -1.74500, -1.84435], [2.64381, -2.38065, -2.05955], [3.78455, -1.64456, -2.42101], [3.71568, -0.26701, -2.56184], [-2.43491, 3.96666, -2.17886], [1.82522, 4.45493, -2.70219], [-0.51933, 5.32865, -2.99044], [3.32873, 2.43564, -2.29078], [2.70836, -3.46175, -1.89823], [4.71383, -2.17946, -2.60043], [4.59738, 0.30485, -2.84245], [0.29457, 0.36461, -1.35403], [0.03235, 0.12452, 1.31203], [-2.39327, 1.44112, -1.16761], [-2.35011, 0.39459, -1.50634], [-3.34578, 1.90231, -1.45103], [0.20286, -2.54687, -1.36995], [-0.69986, -2.11394, -1.82810], [0.33138, -3.60758, -1.63222], [-2.36511, 1.33885, 0.70261], [-0.06499, -2.45169, 0.43828], [1.30819, -3.47727, 1.07299], [1.31142, -3.49028, 2.17032], [1.24823, -4.50540, 0.69428], [2.26776, -3.04913, 0.76449], [-1.52160, -3.48650, 0.80287], [-1.38959, -4.52735, 0.47404], [-1.72420, -3.46123, 1.88346], [-2.39720, -3.05685, 0.29955], [-2.74405, 3.04301, 1.23929], [-3.75794, 3.34002, 0.92380], [-2.69102, 3.05390, 2.34322], [-1.99700, 3.74151, 0.83194], [-3.90784, 0.44130, 1.04679], [-3.88142, 0.12223, 2.09827], [-4.78108, 1.08230, 0.88606], [-3.97865, -0.45098, 0.41254], [2.46216, 1.58464, 0.20739], [2.25720, 0.62107, 0.89141], [3.36185, 2.06131, -0.30916], [0.84115, -1.63628, 6.01541], [0.43733, -1.83079, 4.74672], [1.54271, -1.98184, 3.97074], [-0.28999, -2.96585, 4.67136], [-0.58089, -0.39289, 4.11274], [-1.44491, 0.04998, 5.16507], [0.44196, 0.54381, 3.54406], [-1.25733, -0.95305, 2.88143]],
  "atomic_forces_ev_per_a": [[0.2, -0.2, -0.1], [0.6, 0.1, 0.3], [-0.1, 0.3, 0.3], [-0.8, 0.5, 0.0], [-0.4, -0.3, -0.1], [0.3, 0.1, 0.2], [-0.2, 0.3, -0.3], [0.0, -0.9, 0.3], [0.2, -0.2, 0.8], [0.0, 0.2, 0.7], [-0.5, 0.2, 0.1], [0.0, 0.3, -0.1], [0.2, -0.5, 0.0], [0.3, -0.1, -0.1], [-0.3, -0.2, -0.3], [0.1, -0.3, 0.4], [-0.2, -0.2, -0.2], [0.0, 0.4, -0.3], [-0.1, 0.2, 0.0], [-0.1, -0.1, 0.0], [-1.0, -0.4, -0.1], [1.2, 0.6, -1.5], [0.1, -0.2, 0.2], [-0.2, 0.3, 0.0], [0.0, -0.2, 0.0], [0.3, 0.5, -0.5], [0.2, -0.4, 0.0], [-0.2, 0.3, -0.1], [-1.0, 1.1, -1.4], [0.5, -1.5, -0.4], [0.3, 0.1, 0.4], [-0.1, -0.1, -0.3], [-0.1, 0.2, 0.1], [-0.1, 0.0, 0.0], [-0.4, 0.2, 0.1], [0.1, 0.4, 0.0], [0.1, 0.0, -0.3], [0.1, -0.2, 0.1], [0.1, 0.0, 0.4], [0.4, -0.1, 0.1], [-0.1, 0.2, -0.5], [-0.3, -0.2, 0.2], [0.1, -0.4, 0.5], [-0.2, 0.0, -0.3], [0.2, -0.1, -0.1], [0.0, 0.2, 0.2], [0.3, 2.2, -1.9], [0.7, -1.1, 0.8], [-0.2, -1.0, 2.0], [-0.6, 0.0, -1.3], [0.7, -0.8, 0.7], [-1.0, 0.2, 0.4], [0.5, 1.0, 0.1], [-0.7, 0.2, -0.1], [1.0, -0.4, -1.0], [-0.5, -0.3, 0.9], [0.4, 0.0, 1.3]]
}